Entry 1:
Here is the ion C2H7N3P with charge +1 from the Open Molecules 2025 dataset. Energies are from ωB97M-V/def2-TZVPD.

Output
Total energy: -15935.43076 eV
ΔE to the lowest compared entry with this formula, charge and spin: 128.9 kcal/mol
2S+1: 1
Net charge: +1
LUMO energy: -5.16 eV

Each line ends with the Mulliken charge.
Element x y z (Å)
N: 1.10 -1.76 -0.15  -0.324
P: 1.96 -0.53 0.03  0.426
C: 0.92 0.97 0.25  -0.716
C: -0.48 0.42 -0.04  -0.395
N: -0.58 -0.92 0.47  -0.002
N: -1.55 -1.63 0.04  -0.269
H: 3.33 -0.34 0.12  0.195
H: 1.20 1.78 -0.42  0.417
H: 1.01 1.33 1.28  0.363
H: -1.23 1.01 0.50  0.361
H: -0.72 0.48 -1.11  0.402
H: -1.94 -1.51 -0.90  0.262
H: -1.68 -2.53 0.48  0.280

=====

Entry 2:
Here is the molecule C2H7N3S from the Open Molecules 2025 dataset. Energies are from ωB97M-V/def2-TZVPD.

Output
Total energy: -17488.77465 eV
ΔE to the lowest compared entry with this formula, charge and spin: 95.4 kcal/mol
2S+1: 1
Net charge: 0
LUMO energy: 0.37 eV

Each line ends with the Mulliken charge.
Element x y z (Å)
C: -0.49 -1.14 0.06  -0.703
N: -0.31 0.25 0.34  0.057
N: -0.65 0.52 1.70  -0.802
C: 0.87 1.12 -0.07  0.132
N: 1.06 1.22 -1.29  -0.400
S: 0.12 0.44 -2.50  -0.218
H: -1.48 -1.43 0.42  0.296
H: -0.18 -1.37 -0.98  0.247
H: 0.18 -1.81 0.82  0.226
H: -0.14 -0.08 2.30  0.263
H: -1.74 0.09 1.81  0.299
H: 1.23 1.68 0.78  0.402
H: 1.52 0.51 -3.39  0.202

=====

Entry 3:
Here is the molecule C2H7N3S from the Open Molecules 2025 dataset. Energies are from ωB97M-V/def2-TZVPD.

Output
Total energy: -17489.43936 eV
ΔE to the lowest compared entry with this formula, charge and spin: 80.1 kcal/mol
2S+1: 1
Net charge: 0
LUMO energy: 0.83 eV

Each line ends with the Mulliken charge.
Element x y z (Å)
C: -1.06 -0.27 -1.50  -0.633
N: -0.28 0.48 -0.35  -0.382
S: -1.56 1.22 0.78  -0.158
C: 0.20 -0.63 0.53  -0.041
N: 1.37 -0.45 1.09  -0.402
N: 2.05 0.63 0.92  -0.282
H: -1.63 0.45 -2.24  0.220
H: -0.12 -0.56 -2.10  0.302
H: -1.53 -1.14 -1.10  0.319
H: -1.79 -0.16 1.40  0.170
H: -0.39 -1.54 0.86  0.413
H: 1.81 1.37 0.21  0.245
H: 2.93 0.60 1.50  0.229

=====

Entry 4:
Here is the molecule C2H7N3S from the Open Molecules 2025 dataset. Energies are from ωB97M-V/def2-TZVPD.

Output
Total energy: -17490.41187 eV
ΔE to the lowest compared entry with this formula, charge and spin: 57.7 kcal/mol
2S+1: 1
Net charge: 0
LUMO energy: 0.71 eV

Each line ends with the Mulliken charge.
Element x y z (Å)
H: 1.39 1.72 0.19  0.300
N: 0.33 1.48 -0.04  -0.695
C: 0.22 0.20 0.01  0.565
N: 1.40 -0.43 0.26  -0.150
N: 2.70 -0.06 -0.16  -0.594
S: -1.18 -0.78 -0.05  -0.140
C: -2.39 0.48 0.02  -0.835
H: 1.13 -1.47 0.28  0.172
H: 3.32 -0.51 -0.92  0.253
H: 3.24 -0.19 0.64  0.216
H: -3.29 -0.13 -0.31  0.300
H: -2.41 1.14 -0.79  0.342
H: -2.58 0.93 1.06  0.266

=====

Entry 5:
Here is a cluster of 2 separate species, C2H7N3S in total from the Open Molecules 2025 dataset. Energies are from ωB97M-V/def2-TZVPD.

Output
Total energy: -17489.62727 eV
ΔE to the lowest compared entry with this formula, charge and spin: 75.7 kcal/mol
2S+1: 1
Net charge: 0
LUMO energy: 0.39 eV

Each line ends with the Mulliken charge.
Element x y z (Å)
C: -0.51 0.95 -1.01  -0.309
N: -0.06 0.21 -0.05  -0.359
C: 1.29 -0.31 -0.13  -0.733
H: 0.03 0.89 -1.88  0.247
H: -1.49 1.32 -0.96  0.311
H: 1.82 0.03 -1.09  0.276
H: 2.01 -0.21 0.74  0.264
H: 1.17 -1.37 -0.17  0.283
N: -2.23 -0.75 1.21  -0.193
N: -3.08 -1.03 0.32  -0.154
S: -4.65 -0.97 0.32  -0.258
H: -2.48 -0.04 1.88  0.249
H: -1.22 -0.74 0.94  0.376

=====

Entry 6:
Here is a structure of composition C2H7N3S2 from the Open Molecules 2025 dataset. Energies are from ωB97M-V/def2-TZVPD.

Output
Total energy: -28323.65631 eV
ΔE to the lowest compared entry with this formula, charge and spin: 92.1 kcal/mol
2S+1: 1
Net charge: 0
LUMO energy: 0.28 eV

Each line ends with the Mulliken charge.
Element x y z (Å)
C: -0.93 1.52 0.12  -0.708
C: 0.36 -0.35 -0.13  0.712
H: -1.50 0.71 0.67  0.224
H: -0.61 2.41 1.16  0.225
H: -1.38 2.01 -0.92  0.268
H: 1.70 -2.07 -0.23  0.337
H: 3.42 -0.08 -1.29  0.169
H: -0.34 -1.78 0.89  0.274
H: -2.76 0.32 0.12  0.219
N: 0.25 0.89 -0.41  -0.494
N: 1.55 -1.00 -0.19  -0.461
N: -0.71 -1.01 0.42  -0.484
S: 3.28 -0.47 0.04  -0.137
S: -2.35 -1.10 -0.23  -0.146

=====

Entry 7:
Here is the ion C2H7N4 with charge +1 from the Open Molecules 2025 dataset. Energies are from ωB97M-V/def2-TZVPD.

Output
Total energy: -8137.55582 eV
ΔE to the lowest compared entry with this formula, charge and spin: 108.2 kcal/mol
2S+1: 1
Net charge: +1
LUMO energy: -4.57 eV

Each line ends with the Mulliken charge.
Element x y z (Å)
N: -1.49 -1.20 -1.05  -0.664
N: -0.54 -0.57 -0.34  1.400
N: 0.59 -1.06 -0.21  -0.696
C: 1.45 -0.08 0.42  -0.450
C: 0.45 1.09 0.76  -0.358
N: -0.80 0.62 0.13  -0.401
H: -1.18 -2.06 -1.50  0.313
H: -2.27 -0.77 -1.65  0.318
H: 2.13 0.23 -0.29  0.300
H: 2.11 -0.38 1.15  0.379
H: 0.31 1.24 1.81  0.301
H: 0.97 2.07 0.34  0.252
H: -1.72 0.86 0.42  0.304

=====

Entry 8:
Here is the ion C2H7N4 with charge +1 from the Open Molecules 2025 dataset. Energies are from ωB97M-V/def2-TZVPD.

Output
Total energy: -8134.25459 eV
ΔE to the lowest compared entry with this formula, charge and spin: 71.6 kcal/mol
2S+1: 3
Net charge: +1
LUMO energy (spin up / spin down): -3.88 / -9.08 eV

Each line ends with the Mulliken charge.
Element x y z (Å)
C: 0.18 0.77 0.03  0.544
C: -0.69 -0.29 0.77  -0.384
N: 0.70 0.31 -1.06  -0.304
N: -0.49 -1.59 0.26  -0.573
N: 0.24 2.00 0.54  -0.251
N: 0.51 -1.01 -1.33  -0.329
H: -0.38 -0.01 1.80  0.352
H: -1.70 0.11 0.62  0.418
H: 0.29 -2.14 0.62  0.282
H: -0.46 2.03 1.23  0.275
H: 0.52 2.68 -0.14  0.331
H: -0.09 -1.36 -2.11  0.315
H: 1.37 -1.51 -1.25  0.325

=====

Entry 9:
Here is a structure of composition C2H7N4O from the Open Molecules 2025 dataset. Energies are from ωB97M-V/def2-TZVPD.

Output
Total energy: -10181.89495 eV
ΔE to the lowest compared entry with this formula, charge and spin: 170.6 kcal/mol
2S+1: 1
Net charge: +1
LUMO energy (spin up / spin down): -4.18 / -3.87 eV

Each line ends with the Mulliken charge.
Element x y z (Å)
C: 3.72 -0.48 0.76  0.072
C: -0.15 0.00 0.53  0.033
N: 1.82 0.83 -0.41  -0.639
N: 0.54 0.36 -0.61  0.097
N: -1.45 -0.30 0.45  0.112
N: -2.03 -0.03 -0.83  -0.651
O: 2.82 -0.59 0.10  -0.121
H: 4.22 0.38 1.17  0.305
H: 0.51 -0.18 1.41  0.352
H: 2.18 1.12 -1.31  0.265
H: -2.04 -0.69 1.15  0.214
H: -3.11 -0.05 -0.73  0.307
H: -0.12 0.70 -1.38  0.408
H: -1.70 -0.61 -1.53  0.246

=====

Entry 10:
Here is a cluster of 2 separate species, C2H7N4OS in total from the Open Molecules 2025 dataset. Energies are from ωB97M-V/def2-TZVPD.

Output
Total energy: -21018.66448 eV
ΔE to the lowest compared entry with this formula, charge and spin: 89.6 kcal/mol
2S+1: 1
Net charge: +1
LUMO energy (spin up / spin down): -6.07 / -5.83 eV

Each line ends with the Mulliken charge.
Element x y z (Å)
C: -0.27 -1.18 -0.53  0.016
C: 1.98 -0.62 0.18  0.465
N: 1.06 -1.25 -0.56  -0.460
N: -0.89 0.04 -0.52  0.984
N: -2.21 0.09 -0.89  -0.760
N: -0.22 1.02 0.02  -0.889
O: 3.24 -0.71 -0.16  -0.415
S: -0.61 1.15 2.71  -0.140
H: -1.00 -1.95 -0.62  0.417
H: 1.87 -0.07 1.15  0.322
H: -2.48 -0.62 -1.54  0.285
H: -2.52 0.96 -1.29  0.301
H: -0.79 1.85 0.07  0.301
H: 3.58 -1.18 -0.95  0.400
H: -0.73 2.48 2.92  0.174

=====

Entry 11:
Here is the ion C2H7N4S with charge +1 from the Open Molecules 2025 dataset. Energies are from ωB97M-V/def2-TZVPD.

Output
Total energy: -18975.32070 eV
ΔE to the lowest compared entry with this formula, charge and spin: 9.9 kcal/mol
2S+1: 1
Net charge: +1
LUMO energy: -4.73 eV

Each line ends with the Mulliken charge.
Element x y z (Å)
N: 0.91 -1.25 -1.75  -0.675
N: 1.29 0.09 -1.44  0.023
C: 0.70 0.82 -0.48  0.391
S: 1.11 2.33 0.02  -0.377
N: -0.40 0.15 0.13  -0.217
C: -0.79 0.56 1.47  0.082
N: -1.69 -0.07 2.15  -0.221
H: 0.25 -1.41 -2.57  0.259
H: 1.73 -1.76 -2.06  0.290
H: 1.86 0.50 -2.09  0.209
H: -0.54 -0.76 -0.27  0.378
H: -0.36 1.42 2.01  0.334
H: -1.69 0.09 3.13  0.263
H: -2.37 -0.71 1.77  0.262

=====

Entry 12:
Here is a cluster of 2 separate species, C2H7N5 in total from the Open Molecules 2025 dataset. Energies are from ωB97M-V/def2-TZVPD.

Output
Total energy: -9628.97969 eV
ΔE to the lowest compared entry with this formula, charge and spin: 208.9 kcal/mol
2S+1: 1
Net charge: 0
LUMO energy: -0.74 eV

Each line ends with the Mulliken charge.
Element x y z (Å)
C: -0.73 0.72 -0.05  0.401
C: 0.66 0.66 -0.13  -0.052
H: -0.92 -2.30 0.04  0.298
H: -2.12 -1.69 1.04  0.240
H: -2.37 0.22 -0.67  0.315
H: -0.90 2.70 0.15  0.235
H: 1.51 1.62 -0.21  0.063
H: 2.86 -1.31 0.97  0.258
H: 3.05 0.72 -0.21  0.288
N: -1.90 -1.69 -0.08  -0.645
N: -1.57 -0.38 -0.56  -0.147
N: -1.40 1.74 0.06  -0.662
N: 1.23 -0.64 0.00  -0.099
N: 2.60 -0.39 -0.36  -0.493

=====

Entry 13:
Here is the molecule C2H7N5 from the Open Molecules 2025 dataset. Energies are from ωB97M-V/def2-TZVPD.

Output
Total energy: -9632.15757 eV
ΔE to the lowest compared entry with this formula, charge and spin: 135.6 kcal/mol
2S+1: 1
Net charge: 0
LUMO energy (spin up / spin down): 0.89 / 1.01 eV

Each line ends with the Mulliken charge.
Element x y z (Å)
C: 0.44 -0.78 -1.21  -0.148
C: 0.57 -1.23 0.22  -0.256
N: -0.07 0.33 -1.47  -0.385
N: -0.09 -0.31 1.03  -0.199
N: -0.58 1.06 -0.54  -0.086
N: 0.77 0.29 1.91  -0.374
N: -1.93 1.32 -0.69  -0.424
H: 1.04 -1.40 -1.89  0.363
H: 0.19 -2.12 0.49  0.311
H: 1.72 -1.22 0.38  0.252
H: 1.73 -0.05 1.91  0.224
H: 0.65 1.25 2.01  0.223
H: -2.06 2.30 -0.96  0.258
H: -2.39 0.56 -1.19  0.243

=====

Entry 14:
Here is a cluster of 2 separate species, C2H7N5O in total from the Open Molecules 2025 dataset. Energies are from ωB97M-V/def2-TZVPD.

Output
Total energy: -11681.44782 eV
ΔE to the lowest compared entry with this formula, charge and spin: 86.7 kcal/mol
2S+1: 1
Net charge: 0
LUMO energy: 0.17 eV

Each line ends with the Mulliken charge.
Element x y z (Å)
N: 1.11 -1.61 2.14  -0.747
C: 0.76 -1.45 0.93  0.539
N: 1.61 -1.71 -0.10  -0.484
N: -0.48 -0.91 0.51  -0.509
H: 0.39 -1.41 2.82  0.192
H: 1.47 -1.09 -0.94  0.302
H: 2.56 -1.85 0.20  0.272
H: -1.18 -0.87 1.23  0.208
H: -0.84 -1.33 -0.34  0.292
C: -1.55 2.75 -1.03  -0.258
N: -1.00 1.62 -0.89  0.105
N: 0.05 1.02 -0.77  0.119
O: 0.66 0.36 -1.62  -0.526
H: -1.03 3.57 -1.51  0.251
H: -2.53 2.91 -0.61  0.243

=====

Entry 15:
Here is a cluster of 2 separate species, C2H7NO in total from the Open Molecules 2025 dataset. Energies are from ωB97M-V/def2-TZVPD.

Output
Total energy: -5722.08976 eV
ΔE to the lowest compared entry with this formula, charge and spin: 30.8 kcal/mol
2S+1: 2
Net charge: -1
LUMO energy (spin up / spin down): 4.79 / 4.76 eV

Each line ends with the Mulliken charge.
Element x y z (Å)
C: -0.32 -1.51 0.85  -0.797
N: 0.95 -1.24 0.77  -0.266
H: -0.68 -2.42 1.37  0.259
H: -0.84 -0.67 0.32  0.357
H: 1.12 -0.35 0.26  0.351
H: 1.69 -1.78 1.17  0.087
C: -0.52 1.86 -1.04  -0.758
O: -0.13 0.64 -0.47  -0.798
H: -0.58 2.69 -0.28  0.198
H: 0.17 2.19 -1.80  0.187
H: -1.51 1.81 -1.52  0.180

=====

Entry 16:
Here is a cluster of 2 separate species, C2H7NO in total from the Open Molecules 2025 dataset. Energies are from ωB97M-V/def2-TZVPD.

Output
Total energy: -5719.89333 eV
ΔE to the lowest compared entry with this formula, charge and spin: 123.3 kcal/mol
2S+1: 1
Net charge: 0
LUMO energy (spin up / spin down): 0.16 / -1.38 eV

Each line ends with the Mulliken charge.
Element x y z (Å)
C: -1.05 1.50 -0.49  -0.486
C: 0.76 -1.73 0.60  -0.412
N: 0.13 1.02 -0.97  -0.496
O: 0.82 -0.45 0.93  -0.337
H: -0.90 2.29 0.24  0.279
H: -1.49 2.02 -1.32  0.276
H: -1.65 0.59 -0.20  0.186
H: -0.25 -2.24 0.48  0.232
H: 1.26 -2.36 1.48  0.239
H: 1.49 -1.90 -0.32  0.228
H: 0.87 1.27 -0.43  0.292

=====

Entry 17:
Here is a structure of composition C2H7NO from the Open Molecules 2025 dataset. Energies are from ωB97M-V/def2-TZVPD.

Output
Total energy: -5721.07634 eV
ΔE to the lowest compared entry with this formula, charge and spin: 96.1 kcal/mol
2S+1: 1
Net charge: 0
LUMO energy: -0.35 eV

Each line ends with the Mulliken charge.
Element x y z (Å)
C: -1.27 -0.32 -0.65  -0.810
C: -0.58 0.19 1.12  -0.149
N: -0.22 -0.79 0.36  -0.588
H: -0.98 -0.73 -1.61  0.298
H: -1.29 0.76 -0.91  0.308
H: -2.25 -0.75 -0.41  0.355
H: -0.12 1.19 1.09  0.286
H: -1.39 0.13 1.87  0.290
H: 1.26 0.01 -0.13  0.451
H: 2.69 0.82 -0.16  0.289
O: 1.86 0.65 -0.59  -0.728

=====

Entry 18:
Here is a cluster of 2 separate species, C2H7NO in total from the Open Molecules 2025 dataset. Energies are from ωB97M-V/def2-TZVPD.

Output
Total energy: -5724.17148 eV
ΔE to the lowest compared entry with this formula, charge and spin: 24.7 kcal/mol
2S+1: 1
Net charge: 0
LUMO energy: 0.91 eV

Each line ends with the Mulliken charge.
Element x y z (Å)
C: 0.62 1.69 -1.46  -0.640
C: 0.23 0.42 -1.44  -0.005
O: 0.96 -0.50 -0.73  -0.506
H: 0.11 2.36 -2.14  0.230
H: 1.41 2.12 -0.86  0.256
H: -0.57 -0.04 -2.00  0.315
H: 0.47 -1.07 -0.14  0.347
N: -0.80 -1.31 2.00  -0.656
H: -0.82 -0.33 1.91  0.233
H: -1.64 -1.76 2.34  0.203
H: 0.03 -1.59 2.53  0.224

=====

Entry 19:
Here is a cluster of 2 separate species, C2H7NO2 in total from the Open Molecules 2025 dataset. Energies are from ωB97M-V/def2-TZVPD.

Output
Total energy: -7772.88918 eV
ΔE to the lowest compared entry with this formula, charge and spin: 14.7 kcal/mol
2S+1: 1
Net charge: 0
LUMO energy: 0.57 eV

Each line ends with the Mulliken charge.
Element x y z (Å)
N: 0.28 1.00 -1.20  -0.535
C: 0.89 2.06 -0.41  0.589
O: 1.20 3.13 -0.80  -0.501
O: 1.02 1.68 0.87  -0.434
H: 0.97 0.72 -1.90  0.247
H: -0.47 1.43 -1.74  0.266
H: 0.65 0.79 0.93  0.363
C: -0.91 -2.17 0.85  -0.862
H: -0.52 -3.18 0.94  0.265
H: -0.68 -1.61 1.76  0.191
H: -1.98 -2.19 0.71  0.237
H: -0.45 -1.68 0.00  0.175